DFT (ωB97M-V/def2-TZVPD) results for a single C7H10N2O2S molecule.

Results
Gap between HOMO and LUMO, eV: 10.53
Charge: 0
Highest occupied orbital energy, eV: -9.90
SMILES: CN(c1cccnc1)S(C)(=O)=O
E_LUMO, eV: 0.626

Atoms and positions in Å:
O (-0.936, 1.415, 1.337)
H (1.308, -1.823, 0.732)
H (0.592, 1.932, -0.859)
O (-2.446, 1.457, -0.589)
H (3.833, -1.282, 0.898)
C (3.380, 0.623, -0.079)
C (1.705, -0.864, 0.520)
C (0.887, 0.067, -0.044)
C (3.069, -0.628, 0.437)
C (-3.065, -0.175, 1.454)
N (2.575, 1.514, -0.621)
H (-2.014, -1.100, -1.789)
H (-2.566, -0.023, 2.418)
N (-0.803, -0.461, -0.252)
H (-0.806, -0.079, -2.292)
H (-0.541, -1.791, -1.980)
H (-3.140, -1.111, 1.088)
C (1.328, 1.239, -0.529)
S (-1.787, 0.714, 0.434)
H (4.457, 0.839, -0.172)
H (-4.007, 0.412, 1.469)
C (-1.022, -0.873, -1.580)

Cartesian forces, eV/Å:
O 0.156 0.236 0.830
H -0.336 -0.677 0.719
H -0.336 0.758 -0.530
O -0.562 0.176 -0.759
H -0.580 0.439 -0.600
C 3.164 -0.753 -0.461
C 0.143 -0.788 -1.145
C -4.408 -2.905 0.419
C -0.310 0.836 1.049
C 1.431 4.503 0.733
N 1.967 0.752 0.477
H -2.244 -0.228 0.183
H -0.400 -0.843 0.013
N 4.105 1.317 2.598
H 0.263 0.155 -0.221
H 0.501 0.468 1.095
H -0.420 -3.193 -0.800
C -2.715 0.571 -0.765
S -0.388 -0.626 -0.138
H -0.516 0.156 0.099
H 0.671 -0.410 -0.405
C 0.815 0.055 -2.391

Results of the Mulliken charge analysis, in e, for atoms 1 through 2: atom 1 (O): -0.644, atom 2 (H): 0.443

***

DFT (ωB97M-V/def2-TZVPD) results for a gas-phase ion, C7H10N2O4P2 (charge -2).

Results
Gap between HOMO and LUMO, eV: 6.62
Charge: -2
Highest occupied orbital energy, eV: -0.99
SMILES: N=[P@]([O-])(O)[C@@H](c1ccccc1)[P@@](N)(=O)[O-]
E_LUMO, eV: 5.631

Atoms and positions in Å:
H (0.378, -3.030, -3.075)
O (-0.592, 2.430, -1.132)
P (-1.289, 0.803, 2.115)
H (0.826, 3.934, 1.463)
H (2.320, -0.026, -0.381)
O (-1.040, 1.655, 3.336)
O (-2.239, 1.664, 1.138)
H (1.072, 0.836, 1.467)
H (-0.328, 3.008, 1.988)
C (0.366, -2.183, -2.280)
P (0.440, 2.362, -0.051)
N (-1.828, -0.668, 2.522)
C (1.486, -1.490, -1.831)
H (-2.022, -0.698, -0.315)
C (-1.008, -0.934, -0.685)
H (-1.783, -1.291, 1.798)
C (0.122, -0.232, -0.196)
C (-0.809, -1.887, -1.658)
C (0.180, 0.719, 0.872)
H (2.454, -1.546, -2.336)
O (1.896, 2.589, -0.311)
C (1.406, -0.566, -0.770)
H (-1.680, -2.417, -2.036)
N (0.026, 3.519, 1.088)
H (-1.649, 2.227, 0.522)

Cartesian forces, eV/Å:
H 0.232 1.754 1.348
O -0.172 -0.201 -0.190
P -0.002 -1.559 0.771
H 1.775 0.918 0.184
H -1.238 -0.652 -0.666
O 0.790 0.143 -0.598
O 0.033 0.811 -1.380
H 0.658 -1.055 0.122
H 0.098 1.131 -1.634
C 1.052 -1.298 -1.038
P 0.319 0.458 -0.262
N 0.255 3.217 1.628
C 0.963 0.978 0.368
H 0.766 -0.168 -0.173
C 0.583 1.148 0.687
H 0.088 -2.012 -2.383
C 1.915 -2.575 -0.849
C -2.052 -0.512 -0.539
C -1.406 2.832 1.512
H -0.172 -0.432 0.136
O 0.486 -0.505 -0.451
C -0.756 -0.198 -0.292
H -0.168 -0.001 0.185
N -2.221 -1.177 2.870
H -1.827 -1.046 0.645

Results of the Mulliken charge analysis, in e, for atoms 1 through 2: atom 1 (H): 0.193, atom 2 (O): -0.784

***

DFT (ωB97M-V/def2-TZVPD) results for 2 unconnected molecules or ions with the total composition C7H10N2S.

Results
Gap between HOMO and LUMO, eV: 9.75
Charge: 0
Highest occupied orbital energy, eV: -9.07
SMILES: CC(C)C#N.c1cscn1
E_LUMO, eV: 0.681

Atoms and positions in Å:
C (1.439, -0.727, -0.228)
S (-2.384, 1.518, 2.604)
H (-0.333, -1.705, 0.506)
N (0.203, 1.505, 0.044)
H (1.864, -0.554, -2.306)
H (-2.769, -0.407, 0.930)
H (0.869, -2.871, -0.123)
C (0.722, 0.503, -0.046)
C (0.401, -1.891, -0.219)
H (3.046, -1.615, -1.280)
H (-0.148, -1.922, -1.238)
C (2.416, -0.734, -1.361)
H (1.981, -0.870, 0.773)
C (-2.716, 3.021, 1.711)
N (-3.030, 2.803, 0.439)
C (-2.760, 0.631, 1.179)
C (-3.052, 1.487, 0.202)
H (3.009, 0.061, -1.280)
H (-2.680, 4.115, 2.039)
H (-3.261, 0.991, -0.741)

Cartesian forces, eV/Å:
C -0.139 -2.018 2.760
S -0.316 0.950 -0.411
H -0.919 -0.029 1.197
N -1.079 1.913 0.297
H 0.447 -0.829 0.269
H 0.244 -0.592 0.870
H 0.055 0.168 0.276
C 0.885 -0.753 -0.655
C 0.332 0.129 -3.367
H -0.235 -0.266 -0.593
H 0.810 0.151 1.505
C -2.419 -2.042 -0.817
H -0.330 0.282 -1.304
C -0.130 0.411 -1.341
N 0.164 1.083 1.711
C 0.247 0.337 0.902
C -0.277 -1.099 -1.500
H 2.672 3.324 0.435
H 0.165 -2.069 0.155
H -0.176 0.950 -0.389

Results of the Mulliken charge analysis, in e, for atoms 1 through 2: atom 1 (C): 0.850, atom 2 (S): -0.181

***

DFT (ωB97M-V/def2-TZVPD) results for a gas-phase ion, C7H10N3 (charge +1).

Results
Gap between HOMO and LUMO, eV: 7.60
Charge: +1
Highest occupied orbital energy, eV: -11.56
E_LUMO, eV: -3.962

Atoms and positions in Å:
H (0.635, -1.923, 2.264)
H (-0.905, 1.394, -1.358)
C (1.060, 0.382, -2.438)
C (0.583, -1.212, -0.483)
H (0.563, -1.569, -2.502)
N (0.343, -0.798, -1.858)
H (-1.028, -0.424, 3.719)
H (-1.996, 2.185, -0.139)
C (-0.035, -0.639, 0.576)
C (-0.965, 0.513, 0.596)
H (1.250, -2.047, -0.350)
H (-2.079, 1.278, 2.225)
N (1.983, 0.830, -1.673)
C (-1.305, 1.389, -0.360)
H (-0.659, -0.584, -1.985)
H (2.212, 0.453, -0.747)
N (-1.421, 0.591, 1.900)
C (-0.807, -0.346, 2.671)
H (2.528, 1.622, -1.992)
C (0.044, -1.096, 1.931)

Cartesian forces, eV/Å:
H 0.100 -0.176 0.173
H 0.102 -0.040 -0.109
C 0.002 0.775 -1.264
C -0.038 -0.131 0.631
H -0.204 0.189 0.055
N 0.040 -0.187 0.745
H -0.051 -0.008 0.178
H -0.132 0.124 0.035
C 0.215 -0.174 -0.536
C -0.185 0.513 -0.684
H 0.014 -0.106 -0.142
H 0.076 -0.049 0.005
N 0.110 -0.348 0.585
C 0.073 -0.259 0.178
H 0.170 -0.095 -0.175
H -0.085 0.008 -0.055
N -0.450 0.267 0.369
C 0.308 -0.258 -0.231
H -0.081 -0.048 -0.055
C 0.016 0.004 0.295

Results of the Mulliken charge analysis, in e, for atoms 1 through 2: atom 1 (H): 0.432, atom 2 (H): 0.191

***

DFT (ωB97M-V/def2-TZVPD) results for 2 unconnected molecules or ions with the total composition C7H10N3O2.

Results
Gap between HOMO and LUMO, eV: 9.48
Charge: +1
Highest occupied orbital energy, eV: -14.00
E_LUMO, eV: -4.519

Atoms and positions in Å:
H (3.659, 0.920, -1.558)
C (-1.435, -0.433, 1.263)
H (1.949, -2.623, 1.019)
H (-1.450, 0.598, 1.706)
H (-3.689, 0.159, -1.211)
H (-3.479, 1.431, -0.034)
N (2.046, 1.013, -0.185)
H (2.082, 1.473, -2.152)
N (-0.355, -0.752, 0.401)
C (2.106, 1.756, 0.743)
C (1.932, -1.585, 0.904)
H (2.991, -1.161, 0.884)
H (-4.355, -0.206, 0.355)
C (2.517, 0.747, -1.468)
C (-1.230, -0.527, -0.846)
H (2.209, -0.201, -1.800)
O (-0.922, -0.558, -1.986)
H (-1.713, -1.303, 1.874)
C (0.869, -0.985, 0.530)
N (-2.242, -0.299, -0.006)
O (2.023, 2.301, 1.761)
C (-3.513, 0.235, -0.193)

Cartesian forces, eV/Å:
H -1.785 -0.678 0.209
C -2.328 1.264 -0.438
H -0.508 -1.641 0.318
H 0.565 -1.232 0.311
H -0.768 -0.283 -2.073
H -0.261 -2.619 0.064
N -0.630 -0.510 0.662
H -0.061 -0.007 -0.229
N 2.306 -0.014 -1.404
C -0.199 -0.022 0.736
C 3.268 1.426 -0.674
H -1.856 -0.191 0.239
H 0.630 -0.061 0.085
C 2.606 2.155 -1.677
C 0.632 -0.200 -0.294
H -0.087 -1.348 -0.318
O -0.349 0.069 0.549
H -0.058 0.674 0.150
C -0.929 -0.230 0.714
N 0.781 -1.148 1.787
O 0.126 0.667 0.426
C -1.093 3.929 0.855

Results of the Mulliken charge analysis, in e, for atoms 1 through 2: atom 1 (H): 0.335, atom 2 (C): -0.451

***

DFT (ωB97M-V/def2-TZVPD) results for 2 unconnected molecules or ions with the total composition C7H10N3O2.

Results
Gap between HOMO and LUMO (spin up / spin down), eV: 6.86 / 3.44
Charge: +1
Highest occupied orbital energy (spin up / spin down), eV: -12.29 / -10.97
E_LUMO (spin up / spin down), eV: -5.431 / -7.526

Atoms and positions in Å:
C (-3.272, 0.341, 0.251)
H (1.013, 1.844, -1.006)
H (4.045, -1.444, 1.051)
N (-2.169, -0.997, -1.419)
H (-2.179, -1.941, -1.995)
C (1.781, 1.176, -0.570)
H (3.709, 1.938, -1.589)
H (-0.572, 0.686, -0.145)
H (1.700, -1.494, 1.528)
N (-4.345, 0.252, 1.079)
C (3.158, 1.209, -0.811)
O (-0.092, -0.098, 0.199)
H (-4.632, 1.020, 1.534)
N (-3.014, -0.933, -0.463)
C (4.032, 0.280, -0.199)
C (1.222, 0.131, 0.235)
C (2.099, -0.650, 0.941)
H (5.145, 0.269, -0.396)
H (-3.508, -1.752, 0.017)
C (3.426, -0.638, 0.632)
H (-5.030, -0.461, 0.957)
O (-2.518, 1.263, 0.168)

Cartesian forces, eV/Å:
C 0.259 0.300 0.812
H 0.996 -0.164 -0.130
H -0.271 0.543 0.030
N -0.988 -0.909 -0.451
H -0.060 1.804 2.053
C -0.264 -0.202 -0.275
H -1.900 -1.395 1.966
H 0.054 -0.441 0.077
H 0.221 0.606 -0.137
N 1.695 -3.420 -2.659
C 1.472 1.612 -1.673
O -0.397 0.245 0.512
H -0.976 3.433 1.940
N -0.241 -1.507 0.268
C -0.060 0.677 -0.750
C 0.809 1.886 -1.218
C -1.075 -2.389 0.316
H -1.616 0.025 0.185
H 0.852 0.862 -1.352
C 1.836 -1.164 1.024
H -0.382 -0.389 -0.051
O 0.038 -0.013 -0.484

Results of the Mulliken charge analysis, in e, for atoms 1 through 2: atom 1 (C): 0.615, atom 2 (H): 0.342

***

DFT (ωB97M-V/def2-TZVPD) results for 2 unconnected molecules or ions with the total composition C7H10N4O.

Results
Gap between HOMO and LUMO, eV: 9.31
Charge: 0
Highest occupied orbital energy, eV: -8.74
E_LUMO, eV: 0.572

Atoms and positions in Å:
H (-1.429, 1.556, -1.753)
H (-1.303, -0.046, -0.635)
N (-0.385, 1.481, -1.782)
C (-0.384, -2.766, 2.623)
H (0.739, 4.516, -2.787)
H (1.581, -1.821, 3.223)
H (-0.604, -3.426, 3.596)
H (1.025, 2.220, -3.208)
H (-2.287, -3.394, 1.902)
C (0.066, 2.587, -2.770)
C (-1.432, -2.698, 1.737)
N (-0.355, -0.170, -0.340)
H (-0.663, 2.909, -3.580)
C (0.699, -1.733, 2.486)
C (0.400, 3.674, -1.903)
N (-1.269, -1.857, 0.652)
O (1.606, 0.864, -0.827)
H (-0.306, 3.962, -0.831)
C (-0.158, -1.066, 0.607)
C (0.381, 0.910, -0.820)
H (1.847, 3.142, -1.609)
N (0.739, -0.881, 1.548)

Cartesian forces, eV/Å:
H 1.576 -0.616 0.677
H -0.343 -1.011 0.139
N -2.635 2.835 -3.068
C 0.460 0.633 2.649
H -1.149 -1.203 3.295
H -1.578 0.586 -1.004
H 1.288 1.594 -2.253
H -1.153 0.170 -0.218
H 0.396 1.049 -0.789
C -0.325 -3.102 0.622
C 1.827 0.803 -1.211
N -0.564 3.031 -1.489
H 0.268 -1.311 1.159
C -0.381 -4.800 3.513
C 5.318 3.735 1.183
N -0.079 -1.640 1.279
O -0.712 1.506 0.676
H 2.350 -0.713 -3.820
C -4.074 -1.014 1.766
C 2.186 -3.357 -2.291
H -4.271 2.111 0.277
N 1.594 0.715 -1.092

Results of the Mulliken charge analysis, in e, for atoms 1 through 2: atom 1 (H): 0.252, atom 2 (H): 0.221

***

DFT (ωB97M-V/def2-TZVPD) results for a single C7H10N4S molecule.

Results
Gap between HOMO and LUMO, eV: 7.97
Charge: 0
Highest occupied orbital energy, eV: -7.94
E_LUMO, eV: 0.031

Atoms and positions in Å:
H (-0.446, -0.648, -2.209)
H (-1.980, 0.261, -2.491)
C (2.399, -0.178, -0.083)
C (-1.513, -0.605, -1.939)
N (1.634, 2.103, 0.374)
H (-1.395, 0.865, 2.699)
H (-2.010, -1.579, -2.355)
C (-1.934, -0.838, -0.552)
H (2.504, 2.492, 0.035)
N (0.170, 0.166, 0.579)
N (1.797, -2.610, -0.343)
N (4.672, 0.803, -0.578)
H (-2.972, -0.898, -0.554)
H (1.045, 2.764, 0.715)
C (1.361, 0.777, 0.222)
H (-1.531, -1.595, 0.078)
C (1.939, -1.478, -0.173)
H (-2.917, 0.047, 2.282)
S (-1.298, 0.654, 0.442)
C (-1.844, 0.079, 2.177)
H (-1.312, -0.924, 2.111)
C (3.630, 0.342, -0.438)

Cartesian forces, eV/Å:
H -0.386 -0.024 0.568
H 0.253 -0.808 0.992
C -3.003 3.107 0.313
C -0.536 -2.398 -2.900
N 1.955 -2.074 -1.660
H 0.750 0.577 1.533
H 1.137 1.693 -0.360
C 1.122 3.105 1.611
H 0.079 -0.484 0.016
N 2.797 0.538 -0.312
N -0.517 -0.076 0.178
N 0.617 0.545 -0.439
H -2.016 0.161 0.481
H -2.410 1.662 1.105
C -0.060 -1.245 1.087
H 0.753 -1.029 -0.298
C 1.115 -1.829 -0.740
H -0.244 -0.111 0.034
S -2.120 -0.689 0.658
C 0.563 -1.342 -3.258
H -0.713 1.361 0.963
C 0.865 -0.640 0.428

Results of the Mulliken charge analysis, in e, for atoms 1 through 2: atom 1 (H): 0.320, atom 2 (H): 0.306

***

DFT (ωB97M-V/def2-TZVPD) results for a gas-phase ion, C7H10NO4S (charge -1).

Results
Gap between HOMO and LUMO, eV: 7.56
Charge: -1
Highest occupied orbital energy, eV: -4.05
E_LUMO, eV: 3.512

Atoms and positions in Å:
C (1.062, 0.434, 0.100)
C (-1.060, -1.553, 0.294)
H (0.221, -0.345, -1.637)
C (2.484, 1.056, 0.140)
C (0.387, -1.836, -0.011)
S (-1.745, 1.612, 0.489)
H (1.974, -0.866, -1.183)
O (-3.989, -1.423, 0.202)
C (0.930, -0.658, -0.848)
H (0.257, -2.722, -0.656)
H (0.174, 2.577, 0.367)
H (2.769, 1.392, -0.958)
H (2.433, 1.936, 0.875)
O (0.124, 1.977, -1.601)
C (-3.117, -0.669, -0.111)
N (-1.862, -1.080, -0.548)
H (0.814, 0.123, 1.172)
H (0.871, -1.811, 0.927)
O (-1.471, 1.010, 1.803)
H (-1.403, -1.758, 1.344)
C (0.043, 1.618, -0.384)
H (3.267, 0.363, 0.463)
O (-3.163, 0.622, -0.237)

Cartesian forces, eV/Å:
C -0.675 3.268 2.142
C -0.410 -0.096 1.535
H 0.762 -0.541 -0.023
C -0.500 1.603 -1.125
C -2.049 0.525 -2.623
S -0.194 0.134 -0.553
H -0.972 -0.316 -0.513
O -1.248 -0.364 0.413
C 0.589 -1.832 -0.331
H 1.044 -0.423 0.746
H -0.238 -1.347 -0.429
H -0.593 -0.306 2.255
H 0.436 -1.003 -1.235
O -0.402 -0.715 0.626
C 1.217 -0.444 -0.812
N 1.079 -0.721 -0.400
H 0.126 0.581 -1.308
H 0.999 -1.189 0.743
O -0.247 -0.329 0.580
H 0.249 0.206 -0.718
C 1.918 1.591 0.140
H -0.260 -0.101 0.108
O -0.629 1.819 0.781

Results of the Mulliken charge analysis, in e, for atoms 1 through 2: atom 1 (C): 0.534, atom 2 (C): 0.009

***

DFT (ωB97M-V/def2-TZVPD) results for a gas-phase ion, C7H10NOS (charge +1).

Results
Gap between HOMO and LUMO (spin up / spin down), eV: 7.16 / 7.16
Charge: +1
Highest occupied orbital energy (spin up / spin down), eV: -12.68 / -12.68
E_LUMO (spin up / spin down), eV: -5.514 / -5.515

Atoms and positions in Å:
C (-1.936, -1.431, 0.103)
C (3.078, 0.002, -0.261)
C (-0.948, -0.682, -0.475)
H (-1.706, -2.460, 0.217)
H (-4.063, -1.566, 0.819)
N (3.164, 0.018, 1.222)
C (-3.222, -0.948, 0.410)
H (2.002, 0.731, -1.959)
S (0.561, -1.225, -0.896)
H (3.792, 0.626, -0.670)
O (-1.319, 0.856, -0.715)
C (-2.412, 1.283, -0.110)
H (-2.453, 2.420, -0.135)
H (4.155, 0.045, 1.489)
H (2.695, 0.766, 1.530)
H (3.442, -0.954, -0.521)
H (1.166, 0.918, -0.186)
C (1.782, 0.283, -0.865)
H (-4.406, 0.873, 0.638)
C (-3.373, 0.444, 0.368)

Cartesian forces, eV/Å:
C -1.158 -0.101 -0.394
C 0.587 -1.759 2.588
C -1.659 4.350 0.092
H 0.193 -0.835 0.323
H 1.160 0.412 -0.612
N 1.686 -3.322 -2.306
C 0.773 0.742 0.288
H -1.301 -1.169 2.498
S 1.821 0.179 -0.784
H 1.280 1.852 -1.122
O 1.193 -3.857 1.414
C 0.465 1.318 -0.953
H -0.229 -1.690 0.080
H -0.774 0.092 0.048
H -1.743 3.567 1.859
H 0.266 -1.378 -0.696
H 0.642 0.255 -1.004
C -2.136 1.433 -1.592
H 2.001 -0.471 -0.201
C -3.065 0.383 0.474

Results of the Mulliken charge analysis, in e, for atoms 1 through 2: atom 1 (C): -0.536, atom 2 (C): -0.611

***

| no. | total energy (hartree) |
| --- | --- |
| 1 | -930.810543 |
| 2 | -1366.082342 |
| 3 | -780.372763 |
| 4 | -436.653934 |
| 5 | -587.113041 |
| 6 | -587.117897 |
| 7 | -566.817517 |
| 8 | -889.826039 |
| 9 | -1026.595003 |
| 10 | -800.555284 |